Record 1
Below is a cluster of 14 separate species, C5H38N2O13 in total in a non-equilibrium geometry, with properties calculated with ωB97M-V/def2-TZVPD.

HOMO-LUMO gap (eV): 9.24
Energy relative to the best compared isomer or geometry (same formula, charge and spin) (kcal/mol): 51.67
Net charge: +2
DFT total energy (hartree): -1300.3529
Highest occupied orbital energy (eV): -15.8

Element x y z (Å)
C  1.07  -1.03  -0.25
C  0.32  0.00  0.58
C  -0.93  0.67  0.05
C  -1.65  0.31  -1.01
C  -2.11  2.64  0.84
N  -1.36  1.62  1.02
N  1.80  -1.94  0.80
H  1.72  -0.60  -1.02
H  0.34  -1.61  -0.92
H  -0.12  -0.41  1.52
H  0.98  0.85  0.89
H  -1.33  -0.43  -1.78
H  -2.70  0.70  -1.12
H  -2.39  3.18  -0.06
H  -2.54  3.11  1.79
H  -1.07  1.35  2.03
H  1.08  -2.17  1.56
H  2.58  -1.40  1.24
H  2.01  -2.84  0.35
H  -4.46  -2.64  -0.08
H  -3.74  -1.98  -1.22
O  -4.19  -2.81  -0.99
H  -4.06  -0.72  -3.11
H  -3.13  -1.70  -3.65
O  -3.12  -0.94  -3.04
H  2.21  2.60  -3.38
H  0.84  2.62  -3.60
O  1.43  2.09  -3.05
H  -1.34  -4.38  -1.71
H  -2.60  -3.52  -1.06
O  -1.70  -3.87  -0.98
H  0.19  -3.30  3.07
H  -0.05  -1.84  3.63
O  -0.23  -2.42  2.85
H  1.24  -0.61  -4.47
H  1.24  0.37  -3.31
O  0.80  -0.44  -3.63
H  0.75  1.61  4.06
H  1.50  1.92  2.70
O  0.69  1.60  3.10
H  -0.61  -3.91  0.56
H  0.64  -4.93  0.87
O  0.26  -4.03  0.98
H  1.62  3.74  -0.05
H  0.95  4.04  1.42
O  1.77  3.94  0.88
H  3.68  0.71  0.72
H  4.23  0.11  2.10
O  3.65  -0.03  1.36
H  0.80  4.66  -1.52
H  0.03  3.70  -2.37
O  0.28  3.82  -1.45
H  -1.86  -1.61  2.17
H  -2.39  -0.76  3.31
O  -2.29  -0.74  2.35
H  3.25  2.83  0.57
H  4.43  2.57  -0.41
O  3.58  2.24  -0.11

Results of the Löwdin charge analysis, in e, for atoms 1 through 6:
1. C -0.083
2. C -0.147
3. C -0.301
4. C 0.123
5. C 0.169
6. N 0.062

Record 2
Below is a cluster of 15 separate species, C5H38NO15 in total in a non-equilibrium geometry, with properties calculated with ωB97M-V/def2-TZVPD.

HOMO-LUMO gap (eV): 10.64
Energy relative to the best compared isomer or geometry (same formula, charge and spin) (kcal/mol): 21.26
Net charge: +1
DFT total energy (hartree): -1396.4596
Highest occupied orbital energy (eV): -13.3

Element x y z (Å)
O  1.21  0.87  -3.25
C  0.22  1.38  -3.68
C  -1.12  1.22  -2.98
N  -0.77  0.77  -1.56
C  -1.54  1.59  -0.56
C  -2.26  2.65  -1.39
C  -1.98  2.46  -2.91
H  0.25  1.75  -4.72
H  -1.54  0.30  -3.37
H  -1.06  -0.22  -1.54
H  0.24  0.86  -1.37
H  -2.18  0.85  -0.11
H  -0.96  2.19  0.12
H  -2.09  3.71  -1.21
H  -3.34  2.62  -1.20
H  -1.35  3.30  -3.22
H  -2.85  2.58  -3.53
H  1.77  -2.63  -0.28
H  1.09  -1.27  -0.15
O  1.94  -1.74  0.06
H  2.81  -0.10  -1.20
H  4.24  0.11  -0.73
O  3.50  0.55  -1.16
H  2.19  1.35  -0.20
H  1.25  2.24  0.67
O  1.29  1.40  0.21
H  -2.75  -4.76  0.07
H  -2.47  -3.34  0.62
O  -2.82  -3.82  -0.13
H  1.85  -2.21  4.41
H  2.43  -2.66  3.06
O  1.88  -2.95  3.80
H  -1.37  -0.23  4.61
H  -0.97  0.44  3.29
O  -1.30  -0.41  3.66
H  0.09  1.17  1.77
H  0.72  1.65  3.06
O  -0.05  1.81  2.47
H  3.52  -0.14  3.54
H  3.87  1.28  3.82
O  3.20  0.63  4.06
H  4.41  -1.12  1.75
H  2.92  -1.42  1.31
O  3.51  -1.24  2.08
H  -1.14  -2.12  0.08
H  -0.56  -2.49  -1.33
O  -0.65  -1.77  -0.69
H  -3.85  -0.46  -1.32
H  -3.38  -1.15  -2.56
O  -3.30  -0.30  -2.10
H  1.07  4.69  1.18
H  -0.03  3.84  1.53
O  0.63  3.90  0.85
H  -1.33  -1.99  2.70
H  -0.17  -2.64  2.09
O  -1.12  -2.56  1.94
H  -1.27  -3.00  -3.80
H  0.14  -2.94  -3.32
O  -0.68  -2.45  -3.27

Results of the Löwdin charge analysis, in e, for atoms 1 through 6:
1. O 0.091
2. C -0.165
3. C -0.209
4. N 0.077
5. C -0.085
6. C -0.132

Record 3
Below is a cluster of 13 separate species, C5H39N2O12 in total in a non-equilibrium geometry, with properties calculated with ωB97M-V/def2-TZVPD.

HOMO-LUMO gap (spin up / spin down) (eV): 10.37 / 4.95
2S+1: 2
Expectation value of S²: 0.754
Energy relative to the best compared isomer or geometry (same formula, charge and spin) (kcal/mol): 0.00
Net charge: +2
DFT total energy (hartree): -1225.6613
Highest occupied orbital energy (spin up / spin down) (eV): -15.6 / -15.6

Element x y z (Å)
N  -1.14  0.73  0.59
C  -1.99  -0.50  1.10
C  -1.95  -0.48  2.62
C  -2.97  0.49  3.30
C  -2.34  -1.93  3.01
C  -3.39  -0.57  0.38
N  -3.41  -1.87  -0.27
H  -1.56  1.09  -0.28
H  -0.20  0.39  0.37
H  -1.23  1.49  1.24
H  -1.34  -1.24  0.61
H  -0.98  -0.10  2.99
H  -3.31  -0.09  4.15
H  -3.92  0.51  2.77
H  -2.63  1.49  3.55
H  -1.52  -2.63  3.08
H  -3.10  -2.23  2.28
H  -2.97  -2.06  3.91
H  -3.37  0.07  -0.50
H  -4.22  -0.47  1.09
H  -2.91  -2.61  0.21
H  -3.03  -1.85  -1.25
H  -1.77  -1.01  -2.43
H  -2.08  -2.61  -2.79
O  -1.56  -1.98  -2.31
H  -1.19  0.79  -2.76
H  -2.73  0.85  -2.99
O  -2.07  0.60  -2.35
H  1.66  -3.05  -2.50
H  0.58  -1.93  -2.57
O  1.44  -2.17  -2.19
H  1.06  0.76  -3.48
H  0.34  1.71  -2.42
O  0.21  1.11  -3.16
H  3.96  -0.02  0.04
H  3.58  1.42  -0.42
O  3.44  0.50  -0.62
H  -0.44  3.12  3.29
H  -0.90  4.01  2.23
O  -1.00  3.09  2.50
H  0.81  -2.47  2.53
H  1.48  -2.12  1.19
O  1.54  -2.72  1.95
H  3.59  0.20  -2.85
H  2.58  -0.73  -2.32
O  2.64  0.03  -2.90
H  1.84  -0.18  -0.08
H  1.25  -1.64  -0.59
O  1.12  -0.84  -0.01
H  3.24  4.30  -0.60
H  4.02  3.39  -1.44
O  3.28  3.36  -0.81
H  1.47  2.76  -0.66
H  0.68  4.00  -0.53
O  0.64  3.06  -0.35
H  4.72  -0.93  2.26
H  3.62  -1.65  1.39
O  4.35  -1.03  1.39

Results of the Löwdin charge analysis, in e, for atoms 1 through 6:
1. N 0.243
2. C -0.204
3. C -0.329
4. C -0.021
5. C -0.026
6. C -0.074

Record 4
Below is a cluster of 13 separate species, C5H39N2O12S in total in a non-equilibrium geometry, with properties calculated with ωB97M-V/def2-TZVPD.

HOMO-LUMO gap (eV): 9.15
Energy relative to the best compared isomer or geometry (same formula, charge and spin) (kcal/mol): 139.04
Net charge: +1
DFT total energy (hartree): -1624.0842
Highest occupied orbital energy (eV): -11.7

Element x y z (Å)
C  0.05  -0.16  0.64
N  -1.11  0.22  1.50
C  -2.30  -0.71  1.48
C  -3.05  -0.79  0.20
S  -4.63  -1.97  0.22
C  0.72  -1.38  1.41
N  0.75  -0.87  2.82
C  1.63  -1.82  3.73
H  -0.32  -0.32  -0.50
H  0.73  0.72  0.78
H  -1.45  1.14  1.25
H  -2.04  -1.79  1.68
H  -2.81  -0.29  2.37
H  -3.33  0.09  -0.30
H  -2.51  -1.24  -0.58
H  -3.93  -2.55  -0.78
H  0.16  -2.34  1.61
H  1.71  -1.56  1.13
H  1.11  0.11  2.97
H  -0.28  -0.76  3.18
H  1.22  -1.75  4.70
H  1.53  -2.79  3.29
H  2.77  -1.74  3.61
H  0.70  -4.67  -0.69
H  -0.91  -5.09  -0.30
O  -0.12  -4.55  -0.11
H  0.94  2.91  2.00
H  0.56  2.82  3.48
O  1.21  2.48  2.86
H  -2.13  2.45  -2.23
H  -0.76  2.60  -1.94
O  -1.59  3.08  -1.74
H  3.30  2.29  3.16
H  3.47  1.92  1.81
O  3.99  1.86  2.67
H  -1.02  -0.19  -3.25
H  -0.23  0.19  -2.05
O  -0.78  0.54  -2.68
H  -0.67  3.07  -0.18
H  0.68  3.87  0.22
O  0.17  3.13  0.37
H  -4.13  3.13  0.80
H  -4.07  1.83  -0.02
O  -3.97  2.18  0.87
H  3.00  1.37  -0.75
H  1.66  1.07  -1.33
O  2.10  1.20  -0.62
H  -3.02  -1.94  -3.62
H  -1.71  -2.11  -4.64
O  -2.11  -1.57  -3.80
H  3.14  -0.73  -4.20
H  3.55  -0.51  -2.71
O  3.31  -1.22  -3.38
H  1.41  -2.25  -1.00
H  1.41  -1.53  -2.30
O  1.21  -1.45  -1.41
H  1.54  2.13  -2.82
H  2.73  2.31  -3.83
O  2.51  1.91  -3.07

Results of the Löwdin charge analysis, in e, for atoms 1 through 6:
1. C -0.169
2. N -0.086
3. C -0.272
4. C -0.468
5. S 0.678
6. C -0.112